No. 1
A 9-piece molecular cluster, C16H45BF4NO7 overall at a distorted geometry. Source: OMol25; level of theory: ωB97M-V with the def2-TZVPD basis set.

XYZ file:
```
74
Properties=species:S:1:pos:R:3:forces:R:3:lowdin_charge:R:1
B 0.1822 0.1532 0.0008 0.4 -2.2 1.0 -1.257
F 1.0562 0.2672 1.1598 -0.8 -0.3 -1.1 0.064
F 0.4722 1.0752 -0.9002 0.9 1.6 -1.3 0.235
F 0.3562 -1.1608 -0.5062 0.1 0.4 0.4 0.118
F -1.1588 0.2922 0.3658 -0.2 0.3 0.5 0.129
C -0.6928 3.3442 1.4218 4.3 3.6 0.5 -0.038
C -1.1168 4.8252 1.3348 0.1 -3.9 0.0 -0.241
N -1.5368 5.8822 1.2928 -0.2 1.3 0.0 0.096
H 0.2172 3.1882 0.7198 -2.0 0.0 0.8 0.111
H -0.2258 3.2342 2.4218 0.1 0.3 -0.3 0.068
H -1.3848 2.5912 1.4838 -2.3 -1.4 -0.9 0.028
C 3.9122 -1.3758 -2.2202 -0.1 -4.4 -0.6 -0.051
C 2.9032 -2.4628 -2.6672 1.3 0.3 0.5 -0.242
O 3.5702 -3.5798 -3.3302 -0.3 0.0 0.5 -0.111
H 3.4742 -0.5178 -2.0712 -3.0 4.6 1.2 0.006
H 4.5442 -1.1288 -2.9942 2.0 0.0 -1.8 0.048
H 4.4222 -1.6048 -1.3122 0.6 -0.5 0.4 0.068
H 2.1302 -2.0858 -3.3092 -0.3 0.4 -0.4 0.102
H 2.4022 -2.7488 -1.7242 0.2 -0.8 -0.8 0.090
H 3.8952 -3.3788 -4.2302 -0.5 0.4 0.9 0.082
C -5.8748 -0.5628 0.9228 0.7 1.7 0.8 -0.095
C -4.4718 0.2012 0.7428 -1.5 -2.7 -4.7 -0.305
O -3.4528 -0.7198 1.1328 1.1 1.2 0.4 -0.125
H -5.8268 -1.5238 0.4458 0.8 -1.0 0.7 0.043
H -6.6398 -0.1958 0.2148 0.1 1.0 0.9 0.058
H -6.1878 -0.5638 2.0238 0.1 -0.3 -1.7 0.084
H -4.4568 1.2622 0.8908 0.4 0.5 1.7 0.084
H -4.4678 0.2962 -0.4452 0.3 -0.4 1.7 0.116
H -2.4948 -0.4258 0.9368 -2.4 -0.2 0.3 0.077
C -3.2518 2.4442 -3.7952 0.8 4.6 0.8 -0.078
C -2.3138 1.7472 -2.8202 -3.4 -1.9 -1.0 -0.395
O -1.7188 2.5282 -1.9102 1.1 1.0 3.7 -0.054
H -2.8008 3.5262 -4.2272 -1.0 -2.1 2.2 0.142
H -4.2628 2.5612 -3.4642 -0.6 0.7 0.8 0.045
H -3.4168 2.1802 -4.7732 0.3 -2.6 -2.2 0.012
H -1.6578 1.3662 -3.4562 3.8 -1.8 -2.8 0.057
H -2.7328 0.7742 -2.4422 -0.4 1.0 0.3 0.125
H -1.3518 1.9672 -1.1522 -0.7 1.1 -1.8 0.090
C 4.8772 3.1192 -0.1622 -2.4 -1.3 0.5 -0.061
C 3.4272 2.5422 -0.2422 3.0 -0.8 -1.1 -0.379
O 3.3762 1.4702 0.6008 0.7 -0.7 1.6 -0.042
H 4.8522 3.7662 0.8158 1.2 -1.8 -1.8 0.121
H 5.0022 3.6792 -1.0392 0.2 1.7 -1.0 0.027
H 5.4252 2.1832 -0.4712 0.5 1.0 1.8 0.091
H 3.1292 2.2092 -1.1992 0.5 -0.6 -1.9 0.093
H 2.7582 3.2882 -0.1612 -2.7 2.8 1.7 0.065
H 2.4882 1.1972 0.7848 -0.7 -0.3 0.0 0.028
C 1.8572 -2.5628 2.4088 2.9 2.5 -1.6 -0.061
C 2.6902 -2.9978 1.2078 -1.1 -1.6 -1.7 -0.305
O 3.9682 -3.4888 1.6248 -0.3 -1.2 0.7 -0.095
H 2.4352 -1.7218 2.8208 0.0 -0.1 0.2 0.091
H 1.7772 -3.2058 3.1858 -0.2 -2.7 2.0 0.035
H 0.9402 -2.0968 2.2448 -1.7 0.3 -1.0 0.045
H 3.0822 -2.1878 0.6268 -1.4 1.2 -0.7 0.077
H 2.1022 -3.7628 0.4368 1.4 1.6 2.1 0.157
H 4.4402 -3.6278 0.8018 0.3 -0.1 0.1 0.069
C 0.3072 1.1492 5.6198 -0.4 0.3 -0.9 -0.105
C -0.0048 0.9012 4.1648 2.8 -3.2 1.6 -0.323
O 1.2112 1.2272 3.4898 -0.9 0.0 -1.7 -0.103
H 1.0892 0.5602 6.0558 1.3 0.2 -0.6 0.078
H -0.4718 0.7012 6.1358 -2.3 0.1 1.4 0.048
H 0.3842 2.1872 5.6878 0.4 1.7 1.3 0.058
H -0.9868 1.2082 3.8578 -0.2 0.9 -0.6 0.104
H -0.0658 -0.1858 4.3678 -0.3 -0.4 -1.8 0.105
H 1.2542 0.8622 2.5438 -0.5 0.7 2.2 0.054
C -2.5118 -4.0098 -2.7212 -0.2 0.1 0.4 -0.089
C -2.5698 -2.6818 -1.9732 -0.4 -0.6 0.2 -0.390
O -1.5278 -1.8418 -2.2772 2.5 1.5 2.0 -0.093
H -3.4278 -4.5008 -2.3502 -0.1 -0.1 -1.1 0.069
H -1.7618 -4.6328 -2.2552 0.8 -0.1 -0.3 0.055
H -2.3418 -3.9108 -3.8492 -0.6 -0.2 1.7 0.100
H -2.7138 -2.8078 -0.8872 0.4 -0.4 -0.2 0.120
H -3.4438 -2.1618 -2.2512 -1.6 0.5 -0.6 0.081
H -1.0858 -1.5388 -1.4012 -0.7 -0.8 -2.4 0.090
```
Positions in Å, forces in eV/Å.

Properties
**Net charge**: -1
**Multiplicity**: 1
**Orbital gap**: 9.9 eV
**Lowest unoccupied orbital energy**: 0.0981 hartree
**HOMO**: -7.18 eV


No. 2
H32O20S as an isolated structure at a distorted geometry. Source: OMol25; level of theory: ωB97M-V with the def2-TZVPD basis set.

XYZ file:
```
53
Properties=species:S:1:pos:R:3:forces:R:3:nbo_charge:R:1
S -0.3325 0.2294 0.1365 -0.8 0.2 -1.9 2.705
O 0.3081 0.9879 -0.9504 -1.4 -1.0 1.6 -1.057
O 0.7947 -0.3994 0.8415 0.2 13.0 -5.6 -0.933
O -1.0967 1.1615 0.9614 0.2 -0.1 -0.1 -1.053
O -1.2464 -0.8526 -0.3037 1.3 1.5 0.1 -1.060
O 0.0092 -2.2487 -2.2393 1.5 0.5 -3.5 -1.097
H -0.3100 -1.6704 -1.5714 -0.5 0.3 0.7 0.455
H 0.1874 -3.2106 -1.8063 -0.6 3.0 -1.2 0.476
O 0.7817 -0.5550 3.3842 -1.3 1.5 1.2 -1.020
H 0.1288 0.1756 3.7367 1.8 -1.8 -1.6 0.500
H 0.7572 -0.6679 2.3937 -0.5 1.1 3.6 0.466
O 4.0281 0.5568 -1.9930 -3.0 -2.2 5.2 -0.990
H 3.0129 0.5887 -2.0136 1.7 0.0 -0.9 0.504
H 4.3279 0.9184 -2.7406 1.4 2.2 -4.5 0.454
O -2.0348 -3.0101 0.7853 1.0 2.8 -0.5 -0.973
H -2.9234 -3.1407 0.5699 -2.4 -1.2 -0.3 0.448
H -1.9842 -2.0737 0.3267 0.9 -2.2 1.6 0.493
O 3.0972 0.5803 1.3232 1.9 1.1 -1.7 -0.959
H 2.2850 0.2903 0.9445 -1.6 -0.9 0.5 0.474
H 3.4797 0.7378 0.4176 0.7 0.1 1.3 0.472
O 0.7461 -2.2347 1.4051 2.6 -11.7 4.7 -1.069
H 0.7603 -1.2474 1.2637 0.1 -5.5 2.1 0.396
H 1.3925 -2.6648 2.1668 -2.8 1.8 -3.0 0.464
O -0.7936 1.7811 3.3644 -2.9 0.0 -1.0 -1.013
H -0.7231 1.4212 2.3819 -0.2 1.2 2.4 0.502
H -1.8137 1.9867 3.4224 3.0 -0.7 -0.2 0.464
O -1.9225 1.4005 -2.8388 -9.8 -1.2 -2.0 -0.954
H -2.5226 0.6474 -2.3797 1.6 2.7 -1.6 0.483
H -1.1663 1.2505 -2.4794 7.9 -1.2 3.3 0.450
O 0.4264 3.3744 -1.6157 5.0 1.2 -2.8 -0.958
H 0.6144 2.5165 -1.2947 0.7 -1.3 -0.1 0.463
H -0.3518 3.4840 -1.2213 -5.5 1.5 2.2 0.463
O -1.7941 3.6113 0.1374 -2.1 -0.1 -2.1 -0.945
H -1.3506 4.1368 0.7302 1.5 2.7 2.2 0.458
H -1.3434 2.8179 0.3374 0.3 -2.2 0.1 0.483
O 2.6818 -2.6555 -0.6065 0.4 0.9 -1.7 -1.000
H 2.6199 -2.0163 -1.3817 0.0 -1.3 1.5 0.477
H 1.8545 -2.5408 -0.1129 -0.1 0.3 0.4 0.495
O -3.5068 0.4818 1.8808 3.0 -2.8 1.4 -1.001
H -3.0147 -0.3299 2.4032 -2.0 2.9 -1.8 0.469
H -2.6716 0.8458 1.4363 -1.5 -0.4 0.5 0.502
O 1.4137 0.4598 -3.0271 0.4 -2.7 0.1 -1.014
H 1.3242 -0.5618 -3.0611 -0.1 2.1 -0.2 0.493
H 1.0003 0.6155 -2.1342 0.2 -0.1 -1.3 0.479
O 1.5484 3.0810 1.2719 0.8 0.6 4.5 -0.958
H 1.4097 2.8971 0.4123 -0.9 -0.3 -4.9 0.453
H 1.9831 2.2604 1.5468 0.3 0.0 0.6 0.486
O -3.5654 -0.4825 -1.3285 -1.6 -0.1 -0.6 -0.966
H -4.0049 -0.4669 -0.4873 -1.6 0.6 0.6 0.473
H -2.7568 -0.6806 -0.9008 2.5 -0.4 -0.3 0.483
O -0.0792 -3.8869 -0.8542 -1.8 -3.1 2.2 -0.890
H 0.6546 -4.3577 -0.5576 2.1 -1.4 0.9 0.477
H -0.3187 -3.3414 -0.0818 -0.3 0.1 0.2 0.550
```
Positions in Å, forces in eV/Å.

Properties
**Net charge**: -2
**Multiplicity**: 1
**Orbital gap**: 9.1 eV
**Lowest unoccupied orbital energy**: 0.1797 hartree
**HOMO**: -4.20 eV


No. 3
An isolated molecule of C5H6O2. Source: OMol25; level of theory: ωB97M-V with the def2-TZVPD basis set.

XYZ file:
```
13
Properties=species:S:1:pos:R:3:forces:R:3:nbo_charge:R:1
C -0.5520 0.8083 -0.3416 0.1 -0.5 -0.2 0.391
C -0.9917 -1.3597 0.4657 -0.2 0.4 -0.1 -0.144
C 0.4559 2.5957 -0.4352 0.1 0.2 0.0 -0.250
O -0.8199 2.0963 -0.2356 0.1 0.1 0.1 -0.453
O -0.9828 0.0637 0.6880 0.1 -0.2 0.0 -0.480
C 0.3450 -1.9252 0.3333 0.4 -0.1 0.0 -0.069
C 1.4430 -2.3981 0.2387 -0.4 0.0 0.0 -0.184
H 0.1280 0.4373 -1.1098 -0.3 0.0 0.2 0.180
H -1.5900 -1.5872 -0.4237 0.1 0.0 0.1 0.211
H -1.4975 -1.7737 1.3378 0.1 0.0 -0.1 0.231
H 1.1922 2.3876 0.3219 -0.1 0.0 0.2 0.163
H 0.4724 3.5114 -1.0028 0.1 0.0 -0.1 0.165
H 2.3976 -2.8563 0.1632 0.1 0.0 0.0 0.239
```
Positions in Å, forces in eV/Å.

Properties
**Net charge**: 0
**Multiplicity**: 1
**Orbital gap (alpha / beta)**: 7.6 / 8.4 eV
**Lowest unoccupied orbital energy (alpha / beta)**: 0.0247 / 0.0279 hartree
**HOMO (alpha / beta)**: -6.96 / -7.67 eV


No. 4
An isolated molecule of C4H7ClFNS at a distorted geometry. Source: OMol25; level of theory: ωB97M-V with the def2-TZVPD basis set.

XYZ file:
```
15
Properties=species:S:1:pos:R:3:forces:R:3:nbo_charge:R:1
N -0.0398 1.6510 -0.4188 -0.8 -0.9 -0.4 -0.870
C 1.0802 0.9930 0.2201 0.4 0.7 -1.0 -0.260
C 1.2298 -0.4901 -0.0047 -2.5 -1.4 1.0 -0.149
Cl 2.6911 -1.1110 -0.6496 0.5 0.3 -0.2 0.024
C 0.2474 -1.4121 0.2597 1.3 3.3 -0.3 0.393
F 0.4782 -2.6383 -0.1088 -0.3 -1.8 0.0 -0.303
C -1.1315 -1.0750 0.7227 -0.4 0.7 -1.3 -0.564
S -2.2534 -0.9866 -0.7789 -0.3 -0.2 -0.1 -0.073
H -0.0539 1.6806 -1.4209 0.2 0.1 -0.1 0.371
H -0.4790 2.4411 0.0102 0.3 0.1 0.2 0.381
H 1.0039 1.2931 1.2368 0.1 -0.2 1.2 0.210
H 2.0087 1.4091 -0.1452 0.5 0.2 0.0 0.194
H -1.1758 -0.0637 1.1870 0.1 -1.1 0.0 0.256
H -1.6376 -1.8964 1.2546 0.5 0.5 0.3 0.251
H -1.9685 0.2053 -1.3641 0.3 -0.4 0.7 0.139
```
Positions in Å, forces in eV/Å.

Properties
**Net charge**: 0
**Multiplicity**: 1
**Orbital gap**: 9.4 eV
**Lowest unoccupied orbital energy**: 0.0254 hartree
**HOMO**: -8.66 eV


No. 5
An isolated molecule of C5H8N2. Source: OMol25; level of theory: ωB97M-V with the def2-TZVPD basis set.

XYZ file:
```
15
Properties=species:S:1:pos:R:3:forces:R:3:nbo_charge:R:1
C -0.9449 -0.3586 0.6892 0.1 -0.1 0.0 -0.254
C 0.3284 -0.1529 -0.1259 -0.1 0.1 0.1 0.048
C 0.0722 1.0850 -0.9894 0.1 0.0 0.0 -0.543
C -1.3023 1.6284 -0.6494 0.1 -0.5 0.3 0.117
N -1.7584 0.7866 0.2542 -0.1 0.3 -0.1 -0.563
C 1.6521 -0.5459 0.4024 0.2 0.2 0.2 -0.247
N 1.0446 -1.2816 -0.7080 -0.1 -0.3 -0.1 -0.575
H -1.4484 -1.3036 0.4439 0.1 0.1 0.0 0.198
H -0.7814 -0.3245 1.7729 0.0 0.0 -0.2 0.203
H -2.6776 0.9134 0.6591 0.1 0.0 -0.1 0.397
H 0.1047 0.8290 -2.0559 0.0 0.1 0.1 0.250
H 0.8197 1.8738 -0.8374 -0.1 -0.1 0.0 0.236
H 1.6956 -1.0177 1.3841 0.0 0.1 -0.2 0.189
H 2.5352 0.0338 0.1396 -0.2 -0.1 0.0 0.200
H 0.6605 -2.1652 -0.3796 0.0 0.1 0.0 0.346
```
Positions in Å, forces in eV/Å.

Properties
**Net charge**: 0
**Multiplicity**: 1
**Orbital gap**: 9.0 eV
**Lowest unoccupied orbital energy**: 0.0301 hartree
**HOMO**: -8.20 eV


No. 6
C2H2N2O2S2 as an isolated structure at a distorted geometry. Source: OMol25; level of theory: ωB97M-V with the def2-TZVPD basis set.

XYZ file:
```
10
Properties=species:S:1:pos:R:3:forces:R:3:nbo_charge:R:1
C -0.2293 0.0457 -0.6624 -1.4 0.2 0.9 0.342
C 1.0470 -0.6360 0.0188 0.8 0.8 -0.3 0.586
N -2.9621 -0.4160 -0.0390 -1.8 0.9 0.9 -0.779
N 2.0192 0.2563 0.3936 0.6 1.2 1.7 -0.815
O -0.3567 1.2242 -0.6138 0.6 0.5 0.0 -0.475
O 1.2611 -1.7942 0.1620 -1.1 -1.6 -0.2 -0.525
S -1.8410 -0.9518 -1.0062 4.0 -3.0 -1.6 0.474
S -3.3951 1.0697 -0.0416 -0.5 1.4 0.7 0.390
H 1.8487 1.2314 0.5886 -0.8 0.2 -0.8 0.399
H 2.6082 -0.0292 1.2000 -0.5 -0.6 -1.3 0.403
```
Positions in Å, forces in eV/Å.

Properties
**Net charge**: 0
**Multiplicity**: 1
**Orbital gap (alpha / beta)**: 6.8 / 6.9 eV
**Lowest unoccupied orbital energy (alpha / beta)**: -0.0681 / -0.0661 hartree
**HOMO (alpha / beta)**: -8.67 / -8.68 eV


Table of E (eV), in record order: -44691.737; -52301.951; -9370.813; -31825.578; -8292.028; -30848.997
Table of energy above the lowest of the compared OMol25 structures with the same formula, charge and spin (kcal/mol), in record order: 19.0; 233.4; 144.9; 0.8; 68.5; 66.6